Here is C21H35Cl3FeN2O3PSSi as an isolated structure from the Open Molecules 2025 dataset. Energies are from ωB97M-V/def2-TZVPD.

Geometry as ORCA input:
```
! RIJCOSX wB97M-V def2-TZVPD def2/J DEFGRID3
* xyz 1 5
Fe 1.098 -11.250 7.843
C 2.786 -10.549 12.380
C 2.524 -12.043 12.257
C 2.819 -12.772 11.059
C 3.049 -11.985 9.829
C 2.874 -14.201 11.038
C 3.438 -14.808 9.759
C 2.569 -14.940 12.172
C 2.591 -16.444 12.265
C 2.241 -14.214 13.390
C 1.937 -15.014 14.613
C 2.176 -12.803 13.399
C 1.784 -12.024 14.644
H 3.578 -10.423 13.203
H 1.899 -10.035 12.809
H 3.019 -10.066 11.472
H 3.352 -12.609 9.024
H 3.802 -11.219 9.945
H 2.069 -11.446 9.497
H 3.719 -15.847 9.987
H 4.283 -14.179 9.452
H 2.754 -14.749 8.931
H 2.629 -16.874 11.260
H 1.691 -16.840 12.831
H 3.393 -16.863 12.900
H 2.612 -15.892 14.682
H 0.924 -15.400 14.522
H 2.008 -14.400 15.493
H 2.629 -11.738 15.299
H 1.113 -12.568 15.327
H 1.285 -11.061 14.417
C -5.088 -12.838 18.106
O -4.306 -11.911 17.292
P -4.880 -11.709 15.734
O -3.652 -10.765 15.205
C -2.647 -10.277 16.108
O -4.456 -13.128 15.055
C -4.107 -13.540 13.724
H -4.341 -13.294 18.733
H -5.533 -13.608 17.516
H -5.791 -12.357 18.735
H -1.694 -10.134 15.550
H -2.600 -10.919 16.991
H -2.885 -9.287 16.483
H -5.029 -13.638 13.107
H -3.695 -14.543 13.821
H -3.365 -12.944 13.199
Cl 1.576 -8.098 9.985
Si 0.709 -8.756 8.025
Cl -0.172 -7.144 7.024
Cl -0.870 -9.996 8.664
C -3.515 -13.820 7.774
C -2.168 -14.506 7.808
C -1.774 -15.713 8.379
C -0.461 -16.114 8.411
N 0.516 -15.349 7.838
C 0.130 -14.223 7.344
S 1.234 -13.005 6.606
N -1.140 -13.823 7.214
C -0.058 -17.313 9.209
H -3.805 -13.331 8.772
H -4.285 -14.544 7.453
H -3.578 -13.001 7.064
H -2.534 -16.417 8.781
H -1.347 -12.945 6.716
H -0.091 -17.092 10.257
H 0.873 -17.674 8.773
H -0.860 -18.072 9.091
*
```

Results
**Highest occupied orbital energy (spin up / spin down)**: -0.383 / -0.383 Eh
**ΔE to the lowest compared entry with this formula, charge and spin**: 78.7 kcal per mole
**<S²>**: 6.014

=====

Here is C21H35ClGaN3O6 as an isolated structure from the Open Molecules 2025 dataset. Energies are from ωB97M-V/def2-TZVPD.

Geometry as ORCA input:
```
! RIJCOSX wB97M-V def2-TZVPD def2/J DEFGRID3
* xyz 0 1
O -2.644 1.720 -0.626
C -2.183 1.446 -1.842
C -3.166 0.409 -2.544
C -3.262 -0.907 -2.098
H -2.517 -1.294 -1.387
C -4.299 -1.729 -2.569
H -4.446 -2.734 -2.150
C -5.171 -1.211 -3.548
H -6.017 -1.811 -3.900
C -5.051 0.105 -4.042
H -5.732 0.528 -4.808
C -4.055 0.923 -3.483
H -3.917 1.970 -3.799
H -2.363 2.404 -2.423
C 0.210 2.433 -2.510
C -0.490 1.094 -2.398
H 0.451 2.704 -3.555
H 1.168 2.324 -2.000
H -0.354 3.247 -2.031
C -0.342 0.162 -3.361
C 0.544 0.162 -4.558
H -1.096 -0.603 -3.353
H -0.010 0.324 -5.504
H 1.100 -0.785 -4.622
H 1.298 0.961 -4.479
Ga 0.859 -0.116 -0.337
Cl 2.486 -0.071 -1.856
C 2.458 -1.738 0.789
O 1.868 -0.644 1.118
N 3.430 -2.173 1.547
C 3.939 -1.378 2.680
C 4.231 -3.278 1.058
H 2.137 -2.300 -0.090
H 3.230 -0.601 2.936
H 4.915 -0.934 2.423
H 4.111 -2.052 3.532
H 3.637 -3.804 0.312
H 4.491 -3.950 1.884
H 5.161 -2.909 0.600
H -4.849 -0.699 2.276
H -3.085 -1.989 3.452
C -4.242 -0.685 1.353
C -2.546 -2.078 2.495
N -2.837 -0.911 1.677
H -4.347 0.288 0.862
C -1.946 0.114 1.700
O -0.714 -0.052 1.674
H -1.472 -2.106 2.683
H -2.403 1.124 1.742
H -4.596 -1.475 0.667
H -2.869 -2.981 1.963
H 2.446 4.350 2.020
H 0.086 5.114 2.822
C 1.977 4.247 1.030
C -0.278 4.866 1.809
N 0.579 3.857 1.179
H 2.509 3.506 0.438
C 0.150 2.665 0.771
O 0.910 1.843 0.155
H -1.307 4.499 1.868
H -0.900 2.400 0.958
H 2.024 5.234 0.546
H -0.253 5.804 1.225
O 0.256 -3.035 0.528
C -0.578 -2.547 -0.230
O -0.422 -1.411 -0.889
H -1.551 -3.040 -0.432
*
```

Results
**Highest occupied orbital energy**: -0.236 Eh
**ΔE to the lowest compared entry with this formula, charge and spin**: 67.0 kcal per mole

=====

Here is C21H35F6N10NaO9P2S3 as an isolated structure from the Open Molecules 2025 dataset. Energies are from ωB97M-V/def2-TZVPD.

Geometry as ORCA input:
```
! RIJCOSX wB97M-V def2-TZVPD def2/J DEFGRID3
* xyz -2 1
Na -0.003 -0.356 -0.610
N 1.050 3.303 -3.955
C 0.935 2.243 -3.041
S -0.220 1.044 -3.408
N 1.765 2.385 -2.029
N 1.654 1.440 -1.046
C 2.631 1.417 -0.229
C 2.683 0.484 0.908
C 3.871 0.355 1.625
C 3.943 -0.561 2.655
C 2.821 -1.314 2.957
C 1.676 -1.113 2.201
N 1.598 -0.237 1.206
H 0.749 3.033 -4.878
H 1.963 3.735 -3.919
H 3.488 2.078 -0.377
H 4.735 0.937 1.332
H 4.871 -0.711 3.191
H 2.830 -2.061 3.740
H 0.781 -1.700 2.391
C -0.890 0.016 4.282
N -1.847 1.044 3.876
C -3.204 0.547 3.696
P -1.332 2.489 3.294
O 0.126 2.643 3.344
O -2.073 2.663 1.893
P -1.995 2.675 0.280
O -1.547 1.415 -0.315
N -3.565 2.993 -0.116
C -4.242 4.181 0.346
C -4.223 2.261 -1.182
N -1.187 4.081 -0.038
C 0.169 4.291 0.478
C -1.326 4.587 -1.407
N -2.083 3.749 4.119
C -3.532 3.816 4.156
C -1.492 4.029 5.420
H -1.148 -0.355 5.278
H 0.114 0.432 4.296
H -0.915 -0.822 3.581
H -3.641 0.279 4.663
H -3.199 -0.338 3.064
H -3.836 1.294 3.220
H -3.639 4.692 1.096
H -5.213 3.928 0.787
H -4.419 4.883 -0.479
H -3.569 1.469 -1.536
H -4.448 2.930 -2.023
H -5.161 1.821 -0.827
H 0.320 3.776 1.422
H 0.315 5.363 0.642
H 0.911 3.935 -0.240
H -2.333 4.404 -1.784
H -0.614 4.126 -2.090
H -1.153 5.667 -1.394
H -3.948 3.621 3.169
H -3.836 4.822 4.461
H -3.968 3.101 4.868
H -0.408 3.996 5.342
H -1.815 3.309 6.186
H -1.795 5.028 5.742
O 5.384 -3.218 0.840
C 4.223 -3.209 0.431
C 3.210 -4.282 0.868
C 1.965 -3.922 0.081
C 2.369 -2.610 -0.609
O 1.552 -1.954 -1.259
N 3.667 -2.296 -0.403
H 3.073 -4.202 1.949
H 3.617 -5.274 0.662
H 1.067 -3.761 0.679
H 1.709 -4.649 -0.693
F -4.585 -0.624 0.628
C -3.961 -1.576 -0.076
F -3.567 -1.052 -1.235
F -4.842 -2.547 -0.335
S -2.478 -2.222 0.811
O -1.723 -1.049 1.170
O -1.880 -3.151 -0.101
N -3.258 -2.857 2.032
S -2.552 -3.626 3.200
O -1.140 -3.386 3.315
O -3.372 -3.578 4.376
C -2.670 -5.397 2.684
F -3.936 -5.734 2.405
F -1.923 -5.652 1.615
F -2.251 -6.184 3.687
*
```

Results
**Highest occupied orbital energy**: -0.078 Eh
**ΔE to the lowest compared entry with this formula, charge and spin**: 0.0 kcal per mole

=====

Here is C21H35N3O2SSiW as an isolated structure from the Open Molecules 2025 dataset. Energies are from ωB97M-V/def2-TZVPD.

Geometry as ORCA input:
```
! RIJCOSX wB97M-V def2-TZVPD def2/J DEFGRID3
* xyz 2 3
W -0.228 -0.007 0.020
C 0.220 -2.761 -1.712
N 0.856 -2.006 -0.599
C 2.245 -1.621 -0.923
C 0.837 -2.956 0.511
C 1.400 -4.220 0.497
C 1.106 -5.093 1.533
C 0.193 -4.733 2.512
C -0.308 -3.443 2.569
C 0.100 -2.514 1.609
N -0.042 -1.111 1.677
C 0.196 -0.592 2.963
C 0.643 -1.276 4.100
C 0.843 -0.596 5.285
C 0.632 0.768 5.373
C 0.279 1.477 4.237
C 0.074 0.797 3.050
N -0.242 1.438 1.784
C -1.499 2.181 1.996
C 0.902 2.302 1.414
H 0.637 -3.766 -1.797
H 0.371 -2.253 -2.659
H -0.851 -2.844 -1.496
H 2.832 -2.494 -1.220
H 2.709 -1.173 -0.031
H 2.257 -0.901 -1.746
H 2.064 -4.540 -0.293
H 1.568 -6.066 1.551
H -0.099 -5.448 3.263
H -1.005 -3.157 3.340
H 0.867 -2.328 4.072
H 1.166 -1.143 6.155
H 0.775 1.285 6.306
H 0.171 2.548 4.298
H -1.375 2.951 2.757
H -2.255 1.467 2.331
H -1.836 2.648 1.077
H 1.105 3.041 2.196
H 0.687 2.830 0.484
H 1.807 1.670 1.300
C 0.701 2.894 -2.214
Si -1.133 2.906 -1.583
C -1.396 4.490 -0.549
C -2.507 2.878 -2.906
O -1.132 1.526 -0.696
H 0.753 2.923 -3.297
H 1.226 1.993 -1.864
H 1.261 3.756 -1.865
H -1.303 5.354 -1.197
H -0.687 4.639 0.259
H -2.393 4.543 -0.124
H -2.333 3.658 -3.640
H -3.466 3.101 -2.444
H -2.615 1.941 -3.440
C -1.826 -0.763 -4.186
S -0.525 0.363 -3.576
C 0.797 -0.278 -4.659
O -0.123 -0.202 -2.213
H -2.135 -0.405 -5.164
H -2.679 -0.723 -3.513
H -1.468 -1.784 -4.272
H 0.582 0.025 -5.677
H 0.860 -1.360 -4.605
H 1.738 0.165 -4.355
*
```

Results
**Highest occupied orbital energy (spin up / spin down)**: -0.514 / -0.517 Eh
**<S²>**: 2.124

=====

Here is a 2-piece molecular cluster, C21H35N3P overall from the Open Molecules 2025 dataset. Energies are from ωB97M-V/def2-TZVPD.

Geometry as ORCA input:
```
! RIJCOSX wB97M-V def2-TZVPD def2/J DEFGRID3
* xyz 1 1
C 2.202 4.975 -1.480
C 1.536 4.173 -2.610
C 1.019 2.880 -1.984
N 1.047 3.110 -0.533
C 0.671 2.192 0.334
C 0.604 2.485 1.740
C 0.043 3.706 2.197
C 0.174 4.093 3.529
C 0.774 3.219 4.450
C 1.280 1.981 4.029
C 1.194 1.604 2.685
C 1.692 4.383 -0.166
H 3.286 4.838 -1.504
H 1.979 6.042 -1.547
H 0.692 4.729 -3.030
H 2.240 3.948 -3.413
H 0.004 2.631 -2.320
H 1.663 2.026 -2.235
H 0.564 1.189 -0.061
H -0.509 4.343 1.504
H -0.225 5.058 3.849
H 0.842 3.517 5.504
H 1.722 1.301 4.761
H 1.603 0.656 2.341
H 2.499 4.240 0.569
H 0.968 5.077 0.275
C -1.425 -1.556 -4.026
C -0.479 -2.236 -3.038
C -0.465 -3.741 -3.321
C 0.929 -1.676 -3.145
N -0.998 -1.961 -1.675
P 0.007 -1.736 -0.278
H -0.011 -0.190 0.009
N -1.263 -2.295 0.748
C -1.035 -2.916 2.071
C -2.194 -2.499 2.975
C 0.296 -2.425 2.618
C -1.023 -4.443 1.950
C -2.390 -2.636 0.024
C -2.242 -2.449 -1.323
H -1.566 -0.497 -3.769
H -0.978 -1.629 -5.025
H -2.409 -2.046 -4.058
H 0.198 -4.268 -2.622
H -1.473 -4.176 -3.271
H -0.078 -3.894 -4.337
H 1.629 -2.221 -2.499
H 1.249 -1.810 -4.186
H 0.951 -0.605 -2.903
H -3.143 -2.958 2.665
H -1.966 -2.840 3.992
H -2.313 -1.407 2.978
H 1.136 -2.788 2.011
H 0.320 -1.330 2.679
H 0.399 -2.839 3.627
H -0.210 -4.780 1.294
H -0.853 -4.864 2.950
H -1.982 -4.828 1.574
H -3.237 -3.107 0.536
H -2.945 -2.748 -2.109
*
```

Results
**Highest occupied orbital energy**: -0.325 Eh

=====

Here is C21H35N4O11P2Zr as an isolated structure from the Open Molecules 2025 dataset. Energies are from ωB97M-V/def2-TZVPD.

Geometry as ORCA input:
```
! RIJCOSX wB97M-V def2-TZVPD def2/J DEFGRID3
* xyz 3 1
Zr -0.886 0.140 -1.034
C 0.283 -4.266 -2.241
N -1.102 -3.887 -2.463
C -2.000 -5.000 -2.869
C -1.456 -2.601 -2.282
O -0.605 -1.622 -2.340
C -2.884 -2.083 -2.019
O -2.928 -1.204 -0.918
C -3.240 -1.817 0.357
C -1.907 -1.952 1.031
O -0.908 -1.263 0.619
N -1.730 -2.709 2.121
C -0.401 -3.020 2.545
C -2.745 -3.652 2.587
H 0.943 -3.612 -2.848
H 0.340 -5.338 -2.589
H 0.602 -4.213 -1.212
H -1.375 -5.857 -2.978
H -2.392 -4.753 -3.859
H -2.859 -5.303 -2.203
H -3.667 -2.872 -1.832
H -3.143 -1.522 -2.938
H -3.687 -2.853 0.220
H -3.870 -1.129 0.944
H 0.304 -2.229 2.222
H -0.108 -3.968 2.003
H -0.217 -3.145 3.598
H -2.741 -4.593 2.033
H -3.781 -3.277 2.445
H -2.636 -3.753 3.663
C -3.406 3.568 -2.702
C -2.026 3.531 -2.079
O -1.317 4.787 -2.291
P -2.169 3.195 -0.231
O -1.177 4.155 0.517
O -3.631 3.715 0.119
O -1.845 1.763 0.070
P -1.283 2.038 -2.805
O -1.124 2.345 -4.381
O 0.099 1.649 -2.245
O -2.208 0.833 -2.582
H -3.917 4.532 -2.688
H -3.976 2.725 -2.324
H -3.258 3.379 -3.789
H -0.530 4.631 -2.810
H -0.280 3.760 0.765
H -3.650 4.323 0.867
H -0.203 2.212 -4.668
C 4.246 0.599 3.329
N 3.928 0.322 1.902
N 2.623 0.904 1.442
C 2.195 0.121 0.348
O 1.033 0.259 -0.187
C 3.085 -0.989 0.280
C 4.043 -0.884 1.342
C 5.073 -1.900 1.716
C 2.559 2.380 1.331
C 1.426 3.060 1.797
C 1.449 4.440 1.974
C 2.589 5.157 1.771
C 3.701 4.486 1.166
C 3.721 3.112 0.998
H 5.078 -0.056 3.577
H 3.284 0.556 3.935
H 4.673 1.633 3.422
H 3.087 -1.766 -0.422
H 5.428 -2.445 0.863
H 4.687 -2.748 2.373
H 5.844 -1.402 2.339
H 0.596 2.507 2.225
H 0.584 4.943 2.457
H 2.634 6.207 2.084
H 4.528 5.112 0.841
H 4.602 2.604 0.589
*
```

Results
**Highest occupied orbital energy**: -0.604 Eh

=====

Here is C21H35NOSSb2SiTi as an isolated structure from the Open Molecules 2025 dataset. Energies are from ωB97M-V/def2-TZVPD.

Geometry as ORCA input:
```
! RIJCOSX wB97M-V def2-TZVPD def2/J DEFGRID3
* xyz -1 4
Ti 0.306 0.214 -0.599
C -0.090 2.485 -1.774
Sb -1.409 0.977 -2.824
C -2.362 -0.592 -1.578
C -3.086 2.489 -2.479
C -4.314 1.904 -1.864
C -5.203 1.189 -2.670
C -6.312 0.542 -2.150
C -6.566 0.607 -0.787
C -5.708 1.328 0.029
C -4.585 1.983 -0.479
C -3.678 2.693 0.474
Sb -1.894 1.582 1.038
C -2.851 0.173 2.315
C -1.323 2.997 2.528
H 0.444 2.939 -2.610
H 0.740 2.144 -1.116
H -0.646 3.238 -1.220
H -2.649 -1.303 -2.358
H -3.259 -0.246 -1.063
H -1.732 -1.136 -0.870
H -3.283 2.802 -3.506
H -2.710 3.354 -1.930
H -5.005 1.133 -3.735
H -6.972 -0.011 -2.806
H -7.424 0.101 -0.362
H -5.904 1.388 1.095
H -4.202 2.898 1.410
H -3.324 3.648 0.078
H -3.391 0.682 3.115
H -2.093 -0.486 2.739
H -3.545 -0.427 1.727
H -2.196 3.323 3.096
H -0.850 3.859 2.059
H -0.596 2.523 3.185
O -0.026 -1.358 0.415
N 0.757 -1.750 1.475
C 0.474 -3.002 2.003
C 0.943 -3.333 3.240
C 1.669 -2.406 4.005
C 1.876 -1.113 3.456
C 1.407 -0.769 2.219
S 1.601 0.794 1.447
H -0.072 -3.655 1.341
H 0.745 -4.332 3.610
H 2.040 -2.654 4.989
H 2.429 -0.361 4.004
C 0.754 -2.982 -2.673
Si 2.293 -1.939 -2.309
C 3.409 -2.159 -3.826
C 3.193 -2.689 -0.834
C 1.932 -0.157 -1.984
H 0.917 -4.024 -2.383
H 0.511 -2.969 -3.740
H -0.118 -2.624 -2.125
H 3.679 -3.208 -3.988
H 4.332 -1.585 -3.716
H 2.899 -1.803 -4.726
H 3.361 -3.761 -0.968
H 2.620 -2.547 0.085
H 4.164 -2.207 -0.694
H 1.824 0.364 -2.945
H 2.810 0.267 -1.476
*
```

Results
**Highest occupied orbital energy (spin up / spin down)**: -0.066 / -0.166 Eh
**ΔE to the lowest compared entry with this formula, charge and spin**: 7.5 kcal per mole
**<S²>**: 3.781